1.
Formula: C5H10ClNO3P
Source: OMol25
Level of theory: wB97M-V/def2-TZVPD

XYZ file:
```
21
Properties=species:S:1:pos:R:3:forces:R:3
C -0.87019 1.30322 1.84273 0.170 -1.932 -2.615
C -1.03219 0.40395 0.55620 1.513 0.592 -0.387
C -2.48479 -0.06813 0.41230 3.768 -0.008 -2.408
N -0.11776 -0.74244 0.49734 0.546 0.491 0.163
P 0.47119 -1.39096 -0.93307 -0.542 1.014 0.058
O 1.25340 -2.60637 -0.72282 1.450 -0.607 0.776
O -0.66633 -1.40472 -1.83781 -1.642 0.458 -1.844
C 1.67339 0.02967 -1.70811 -1.642 1.859 2.104
Cl 2.12268 -0.41296 -3.30256 0.280 -0.329 -1.429
C 2.83126 -0.01037 -0.81863 3.676 -0.517 2.063
O 3.11051 0.65473 0.18399 -1.576 0.124 -1.168
H -1.16269 0.72452 2.64502 -0.610 -1.342 2.068
H 0.14204 1.58909 1.99172 0.736 0.779 -0.080
H -1.60972 2.04024 1.72447 -0.496 1.589 0.040
H -0.72121 1.10095 -0.28575 -0.666 -0.888 0.580
H -2.73319 -0.39947 1.31909 -1.700 -1.209 3.588
H -2.48106 -0.86332 -0.30615 -0.241 -0.251 -0.520
H -2.91793 0.78624 0.06995 -2.406 2.097 -0.780
H 0.31701 -1.06119 1.33408 0.286 0.080 0.565
H 1.19195 1.11965 -1.70181 0.837 -2.492 0.095
H 3.68361 -0.79233 -0.96020 -1.744 0.493 -0.868
```
Positions in Å, forces in eV/Å.

Summary:
Charge: -1
Relative energy (zero: lowest compared OMol25 entry of this formula, charge and spin) (kcal/mol): 0.0
Spin multiplicity: 1
Orbital gap (eV): 8.82
Maximum force (Eh/bohr): 0.087

=====

2.
Formula: C5H10ClPS
Source: OMol25
Level of theory: wB97M-V/def2-TZVPD

XYZ file:
```
18
Properties=species:S:1:pos:R:3:forces:R:3
C -1.52572 0.08272 -2.02026 -1.526 0.338 -2.045
C -1.02084 -0.47887 -0.93465 -0.114 -0.030 -0.978
C -1.64945 -1.53747 -0.13924 -1.783 -0.029 -0.743
C 0.27727 -0.00097 -0.45336 0.159 2.344 0.888
P 0.05860 0.99139 1.15865 0.226 0.871 0.632
C 1.04449 0.17869 2.50323 1.083 -0.795 -3.220
S -1.67018 1.69010 1.69015 0.286 -0.703 -0.289
Cl 1.31549 2.61812 0.88262 0.223 -0.204 -0.310
H -2.52395 -0.25935 -2.51606 1.874 0.695 1.202
H -0.98764 0.91241 -2.55849 -0.608 -1.029 0.620
H -2.70668 -1.70573 -0.39471 -0.107 1.000 0.548
H -1.47704 -1.30615 0.88860 -0.303 -0.420 0.891
H -1.36893 -2.50826 -0.42808 1.611 -1.384 0.030
H 0.99515 -0.70783 -0.11927 0.600 -1.131 -0.141
H 0.72155 0.68639 -1.19443 0.018 -0.286 0.555
H 1.20125 0.84730 3.27257 0.215 1.677 1.516
H 2.05836 -0.10966 2.06654 -1.320 0.198 0.593
H 0.52272 -0.65513 2.88857 -0.533 -1.112 0.251
```
Positions in Å, forces in eV/Å.

Summary:
Relative energy (zero: lowest compared OMol25 entry of this formula, charge and spin) (kcal/mol): 0.0
Spin multiplicity: 1
Orbital gap (eV): 9.62
Maximum force (Eh/bohr): 0.068

=====

3.
Formula: C5H10CoMgO4
Source: OMol25
Level of theory: wB97M-V/def2-TZVPD

XYZ file:
```
21
Properties=species:S:1:pos:R:3:forces:R:3
O 3.75903 1.07741 1.75799 -0.834 -0.532 0.319
C 4.05739 2.02554 0.80603 1.455 -0.218 -0.465
C 2.85433 2.61530 0.09013 -0.640 -1.207 -2.633
O 1.70168 2.18524 0.69370 -1.275 -1.917 0.805
C 0.48021 2.75587 1.14686 0.345 0.547 0.140
C -0.48818 1.57953 1.09875 -0.554 0.410 -0.238
O 0.05727 0.43116 1.69402 0.015 0.046 0.302
Co 2.00301 0.31678 1.54997 0.763 0.743 0.558
H 4.68022 1.57904 -0.00263 0.010 0.220 0.398
H 4.65848 2.87997 1.18190 -0.166 -0.406 0.374
H 2.85076 3.70804 0.23844 0.306 -0.121 -1.622
H 3.55215 -0.80685 -1.21387 -0.072 1.884 0.926
H 0.17570 3.57197 0.47599 -0.059 -0.139 0.236
H 0.62772 3.12331 2.17259 -0.058 0.060 -0.196
H -0.70534 1.47864 0.01804 -0.043 -0.520 0.287
H -1.43928 1.79480 1.61552 0.280 0.374 -0.275
C 2.47265 -0.92195 -1.02338 -0.316 -4.257 1.094
O 1.76191 -0.87686 0.01516 1.466 1.075 -2.129
Mg -0.80570 -1.40852 1.82014 0.151 -0.061 0.046
H 2.25290 -1.82164 -1.63048 -0.953 0.782 -0.715
H 2.80852 1.87986 -1.10415 0.175 3.236 2.788
```
Positions in Å, forces in eV/Å.

Summary:
Spin multiplicity: 4
Orbital gap (alpha / beta) (eV): 3.56 / 4.83
Maximum force (Eh/bohr): 0.086

=====

4.
Formula: C5H10F2N2
Source: OMol25
Level of theory: wB97M-V/def2-TZVPD

XYZ file:
```
19
Properties=species:S:1:pos:R:3:forces:R:3
C -1.12920 0.02587 -1.85983 1.068 0.375 2.372
C 0.42136 0.10053 -1.46004 -0.263 0.534 0.517
C -1.54719 -2.03702 -0.71399 0.436 -3.017 -1.495
C -0.11632 -0.55028 2.05076 -1.842 -1.777 1.266
C 0.19846 0.32582 0.86647 2.029 1.130 2.909
N -1.57161 -1.31538 -1.86293 -0.539 -3.129 -0.516
N 0.67370 -0.45008 -0.15872 -1.065 -0.231 -2.255
F -2.47367 -1.81127 0.19103 -0.039 -0.093 0.055
F -1.42227 -3.45648 -0.99180 -0.561 3.202 0.765
H -1.79764 0.51284 -1.05176 1.323 0.027 -1.616
H -1.20172 0.40598 -2.84692 -0.572 0.743 -0.695
H 1.11853 -0.49090 -2.10132 -0.910 0.811 -0.383
H 0.53073 1.22068 -1.54517 0.759 -0.702 0.056
H 0.74579 -1.17674 2.47204 -1.081 1.189 -0.766
H -0.74672 -0.11425 2.91162 1.276 -0.195 -1.285
H -0.81997 -1.25089 1.54712 0.524 -0.164 1.070
H -0.58760 1.02420 0.65345 -1.056 0.259 -0.502
H 0.96489 1.02653 1.25398 0.357 0.327 -0.350
H -1.41349 -1.91320 -2.69504 0.156 0.709 0.854
```
Positions in Å, forces in eV/Å.

Summary:
Relative energy (zero: lowest compared OMol25 entry of this formula, charge and spin) (kcal/mol): 125.3
Spin multiplicity: 1
Orbital gap (alpha / beta) (eV): 7.28 / 2.98
Maximum force (Eh/bohr): 0.072

=====

5.
Formula: C5H10F5O2PSSi
Source: OMol25
Level of theory: wB97M-V/def2-TZVPD

XYZ file:
```
25
Properties=species:S:1:pos:R:3:forces:R:3
O 2.83431 -1.77695 0.84041 -0.551 0.153 0.006
P 2.76969 -0.94182 -0.54107 1.049 0.001 -0.631
O 1.60295 -1.70563 -1.36337 0.048 0.323 0.147
S 4.47464 -0.92559 -1.44908 -0.270 -0.051 0.086
Si 2.17160 1.18747 -0.12722 -0.546 0.552 0.091
C 0.31827 1.48652 -0.27702 0.254 -0.180 0.245
C -0.48532 0.97694 0.93099 0.353 -0.202 -0.089
C -0.99942 -0.46251 0.78871 0.079 0.526 0.457
C -2.44143 -0.63255 0.38386 0.073 -0.245 -0.395
F -3.26102 -0.49566 1.45438 -0.025 0.072 -0.020
F -2.61417 -1.89726 -0.10655 -0.030 0.085 0.167
C -2.98202 0.30650 -0.71765 -0.456 0.217 -0.227
F -3.13816 1.57186 -0.25453 0.080 -0.842 -0.465
F -4.18160 -0.14116 -1.14527 0.775 0.485 0.181
F -2.12984 0.32873 -1.76526 -0.587 0.026 0.457
H 3.58658 -2.37039 0.74267 0.349 -0.248 0.236
H 1.20534 -2.36378 -0.78902 -0.286 -0.372 0.025
H 2.60638 1.56386 1.23450 0.103 -0.165 0.027
H 2.89754 1.99044 -1.12277 0.054 -0.109 -0.072
H -0.01549 1.05091 -1.21135 -0.177 -0.021 -0.182
H 0.18512 2.55932 -0.36517 0.048 0.295 -0.119
H 0.16847 0.98822 1.79663 0.084 0.025 0.279
H -1.28442 1.65969 1.17931 -0.302 0.109 0.005
H -0.36094 -1.02234 0.12285 -0.009 -0.129 -0.391
H -0.92707 -0.93485 1.76102 -0.109 -0.304 0.179
```
Positions in Å, forces in eV/Å.

Summary:
Spin multiplicity: 1
Orbital gap (eV): 9.41
Maximum force (Eh/bohr): 0.024

=====

6.
Formula: C5H10FN
Source: OMol25
Level of theory: wB97M-V/def2-TZVPD

XYZ file:
```
17
Properties=species:S:1:pos:R:3:forces:R:3
C -2.12022 -1.14746 -0.24862 -0.524 0.299 -0.048
C -1.63239 0.28275 -0.25552 0.666 -1.977 0.849
C -0.45553 0.59183 0.27592 -1.025 0.896 -0.920
F -0.08819 1.87764 -0.02874 0.740 0.184 0.572
C 0.52450 -0.17874 1.08817 -0.314 0.375 1.164
C 1.52654 -0.97204 0.22212 0.090 -0.551 -0.114
N 2.08458 -0.27097 -0.93360 -0.898 1.560 -0.575
H -1.53015 -1.77582 0.40601 -0.004 -0.037 0.385
H -3.19291 -1.26263 -0.01436 0.465 0.147 0.048
H -1.97282 -1.58280 -1.22909 -0.093 -0.056 -0.431
H -2.18768 1.03130 -0.76335 -0.291 0.519 -0.433
H -0.08342 -0.82490 1.78042 0.763 0.280 -0.680
H 1.03293 0.56779 1.78003 -0.337 -0.864 -0.968
H 2.34830 -1.30933 0.84751 0.103 -0.016 0.181
H 1.07902 -1.91026 -0.20162 0.075 0.840 0.526
H 2.37400 0.72043 -0.73800 -0.191 -1.388 0.238
H 1.27701 -0.11375 -1.56618 0.776 -0.211 0.205
```
Positions in Å, forces in eV/Å.

Summary:
Relative energy (zero: lowest compared OMol25 entry of this formula, charge and spin) (kcal/mol): 16.0
Spin multiplicity: 1
Orbital gap (eV): 10.14
Maximum force (Eh/bohr): 0.044

=====

7.
Formula: C5H10FN2
Source: OMol25
Level of theory: wB97M-V/def2-TZVPD

XYZ file:
```
18
Properties=species:S:1:pos:R:3:forces:R:3
C -2.93847 -0.13920 0.01450 -1.208 0.916 -1.725
C -1.65879 -0.23451 0.47234 0.264 0.180 -0.357
C 0.55085 -1.33385 -1.49581 -1.640 -2.416 -0.121
C 1.08584 0.23426 1.81178 0.041 2.978 -0.057
C 0.73749 -1.14042 -0.03597 0.575 0.862 -2.144
N -2.04386 0.54117 -0.64458 0.594 -0.785 1.338
N 1.15817 0.01892 0.34297 0.246 -2.329 3.384
F 0.52274 2.97414 -0.61581 -0.478 1.031 -0.127
H -3.97675 -0.20454 -0.26601 -0.302 -0.448 0.738
H 0.67299 -0.54163 -2.16239 0.795 1.950 -0.393
H 1.07783 -2.18233 -1.95565 -0.087 -0.019 0.617
H -0.54062 -1.54005 -1.66759 0.801 -0.302 0.389
H 1.43923 -0.59097 2.39617 0.500 -0.456 -0.036
H 1.60113 1.21637 2.09922 -0.552 -1.625 -0.477
H 0.01384 0.35796 2.03527 0.310 0.007 -0.079
H 0.57268 -1.98977 0.66262 -0.063 1.110 -0.333
H 0.15036 3.83728 -0.75617 0.530 -1.143 0.164
H 1.57535 0.71718 -0.23490 -0.328 0.488 -0.782
```
Positions in Å, forces in eV/Å.

Summary:
Charge: +1
Relative energy (zero: lowest compared OMol25 entry of this formula, charge and spin) (kcal/mol): 116.9
Spin multiplicity: 1
Orbital gap (eV): 10.02
Maximum force (Eh/bohr): 0.080

=====

8.
Formula: C5H10FN2
Source: OMol25
Level of theory: wB97M-V/def2-TZVPD

XYZ file:
```
18
Properties=species:S:1:pos:R:3:forces:R:3
C 1.29618 1.52502 0.32728 -0.261 -0.609 0.799
C 1.74505 -0.94308 -0.03107 1.269 -0.762 -0.084
C 2.21690 -0.58938 1.33454 1.636 -2.214 2.516
C -2.35986 -0.30046 0.37845 -1.107 1.180 -1.966
C -1.82184 0.21825 -1.93844 -1.430 0.511 0.978
N 1.71026 0.36988 0.55313 -1.693 1.685 -3.680
N -1.52751 -0.00514 -0.74069 2.076 -0.958 -0.616
F 0.83672 1.86488 -0.79047 -0.322 0.347 -1.390
H 2.39762 -1.22712 -0.86641 0.067 0.725 0.565
H 0.84811 -1.47786 -0.00753 -1.639 -0.178 -0.308
H 1.66531 -0.83728 2.21536 -0.485 -0.419 0.301
H 3.24923 -0.48392 1.52313 1.193 -0.061 0.128
H -3.29216 -0.77877 0.11657 -0.698 0.258 -0.156
H -2.47744 0.68785 0.78490 -0.547 0.064 1.202
H -1.85937 -0.99575 0.96438 1.024 -0.844 1.596
H 1.22591 2.20102 1.11897 0.161 1.502 1.028
H -2.82234 0.43199 -2.32279 -0.265 -0.505 0.060
H -1.03075 0.33984 -2.61930 1.022 0.279 -0.973
```
Positions in Å, forces in eV/Å.

Summary:
Charge: +1
Relative energy (zero: lowest compared OMol25 entry of this formula, charge and spin) (kcal/mol): 100.9
Spin multiplicity: 1
Orbital gap (eV): 8.11
Maximum force (Eh/bohr): 0.085

=====

9.
Formula: C5H10FN3OS
Source: OMol25
Level of theory: wB97M-V/def2-TZVPD

XYZ file:
```
21
Properties=species:S:1:pos:R:3:forces:R:3
C -1.81595 -1.38397 -0.46508 1.393 1.855 -0.618
N -2.78617 -0.57871 -0.74927 1.439 0.580 0.164
O -2.48503 0.28764 -1.88363 0.065 -2.928 0.279
C -1.96367 -0.69009 -2.83565 -2.011 1.926 -1.867
S -0.14358 -0.83255 -2.56274 -2.015 -1.180 0.949
N -0.46268 -1.52690 -0.93262 -2.941 3.212 -1.237
H -1.93885 -1.84207 0.46473 -0.494 -1.350 1.169
H -2.70706 -1.54308 -2.82504 1.741 0.047 0.606
H -2.34353 -0.26716 -3.80418 1.685 0.023 0.322
H -0.16327 -2.42527 -0.75720 1.046 -2.328 0.025
F 2.26409 0.23840 3.27650 0.630 -0.576 0.769
C 1.52807 0.93118 2.37381 -0.080 -1.110 -1.977
C 0.96111 0.09186 1.17507 -2.239 2.114 1.100
N 1.33976 1.21219 0.22496 -1.315 1.306 0.760
C 2.29242 1.65975 1.26375 1.414 1.431 0.618
H 0.76555 1.45260 2.91873 -0.274 0.766 0.095
H 1.61666 -0.75350 1.14638 -0.046 -0.817 -0.817
H -0.16679 -0.04037 1.15782 1.644 -0.627 0.168
H 0.58138 1.99049 0.32719 1.205 -2.218 -0.620
H 2.28617 2.76078 1.44606 0.566 -0.663 -0.550
H 3.34137 1.25877 1.04042 -1.412 0.537 0.661
```
Positions in Å, forces in eV/Å.

Summary:
Spin multiplicity: 1
Orbital gap (eV): 9.39
Maximum force (Eh/bohr): 0.088

=====

10.
Formula: C5H10FNOS
Source: OMol25
Level of theory: wB97M-V/def2-TZVPD

XYZ file:
```
19
Properties=species:S:1:pos:R:3:forces:R:3
N 0.32450 1.94954 -0.59293 -0.379 0.397 -0.866
C -0.31143 0.90609 -0.22066 0.463 0.460 -3.720
C -0.34336 0.31393 1.09125 0.487 -0.030 2.827
C -1.51466 -0.66968 1.10116 0.766 -0.197 -0.717
C -1.56487 -1.14293 -0.36847 2.421 -0.351 1.661
C -1.18857 0.04968 -1.14012 -1.899 2.114 -0.678
H 0.12532 2.22612 -1.61767 0.423 -0.938 1.990
H -0.29283 1.11676 1.86134 -0.445 -0.598 -0.304
H 0.54653 -0.27370 1.29734 0.454 -0.072 -0.314
H -2.41639 -0.16744 1.29217 -1.386 0.909 0.285
H -1.47272 -1.45992 1.83642 0.403 -0.243 0.115
H -0.81503 -1.89312 -0.59439 0.003 -0.596 0.366
H -2.50273 -1.48319 -0.57607 -2.459 -1.218 -0.834
H -0.91944 -0.16200 -2.18538 0.524 0.392 0.482
H -2.14472 0.64764 -1.20439 0.765 -0.155 -0.217
O 2.97525 0.10422 0.73127 0.639 -0.116 -0.680
S 4.51801 -0.07896 0.21619 -0.473 -0.229 -0.465
F 4.41340 -0.87778 -1.24271 -0.274 0.516 1.026
H 2.58374 0.89475 0.31565 -0.031 -0.046 0.044
```
Positions in Å, forces in eV/Å.

Summary:
Relative energy (zero: lowest compared OMol25 entry of this formula, charge and spin) (kcal/mol): 13.7
Spin multiplicity: 1
Orbital gap (eV): 9.92
Maximum force (Eh/bohr): 0.073

=====

What is the spin multiplicity in the fifth record? 1